(1)
{"formula": "C38H42N6Ru", "method": "ωB97M-V with the def2-TZVPD basis set", "charge": 1, "s2": 0.760, "homo_lumo_gap_ev": [7.43, 6.23], "homo_energy_ha": [-0.352, -0.351], "e_lumo_ev": [-2.1, -3.3], "spin_multiplicity": 2, "fmax_ev_per_a": 2.58, "elements": ["Ru", "C", "N", "C", "C", "C", "C", "C", "C", "C", "N", "C", "C", "C", "C", "C", "C", "N", "C", "C", "H", "H", "H", "H", "H", "H", "H", "H", "H", "H", "H", "H", "H", "H", "H", "H", "H", "H", "H", "H", "C", "C", "C", "C", "C", "C", "C", "N", "C", "N", "C", "C", "C", "C", "C", "C", "C", "N", "C", "C", "C", "C", "C", "C", "C", "H", "H", "H", "H", "H", "H", "H", "H", "H", "H", "H", "H", "H", "H", "H", "H", "H", "H", "H", "H", "H", "H"], "xyz": [[-0.03393, 1.06869, -0.44297], [2.03171, 1.39375, -2.39846], [2.05313, 1.49846, -0.91323], [2.99930, 0.51935, -0.34771], [2.34032, 2.86934, -0.55580], [3.59728, 3.32785, -0.19927], [3.82113, 4.69427, -0.10933], [2.79617, 5.56826, -0.45110], [1.51957, 5.09423, -0.71467], [1.25456, 3.72208, -0.64448], [0.01801, 3.09508, -0.63682], [-1.13692, 3.72984, -0.17524], [-1.22457, 4.95413, 0.50066], [-2.45614, 5.47050, 0.87415], [-3.62965, 4.77158, 0.62400], [-3.54015, 3.51413, 0.05130], [-2.30623, 3.00768, -0.31766], [-2.16583, 1.66870, -0.88087], [-2.90069, 0.67500, -0.05238], [-2.65874, 1.65002, -2.27233], [3.01176, 1.67441, -2.79262], [1.28122, 2.07240, -2.80149], [1.80905, 0.37978, -2.69914], [3.99422, 0.64408, -0.78175], [2.64141, -0.47644, -0.57218], [3.04670, 0.64690, 0.73168], [4.40994, 2.63879, -0.01349], [4.79710, 5.06585, 0.16963], [2.98825, 6.63207, -0.50291], [0.73118, 5.77912, -0.98907], [-0.32530, 5.48358, 0.77086], [-2.49426, 6.42944, 1.37460], [-4.59083, 5.18125, 0.90045], [-4.43907, 2.92925, -0.10120], [-3.98385, 0.77445, -0.16159], [-2.63511, 0.81860, 0.99261], [-2.61582, -0.33163, -0.36271], [-3.65327, 2.09747, -2.31503], [-2.72677, 0.63340, -2.64326], [-1.98196, 2.22457, -2.90356], [-2.72674, -3.21193, 1.20901], [-1.73309, -4.33540, 1.33846], [-1.98587, -5.40644, 2.19319], [-1.07963, -6.44432, 2.34428], [0.11617, -6.43172, 1.64018], [0.38582, -5.38232, 0.77799], [-0.53112, -4.34851, 0.62526], [-0.22671, -3.28571, -0.28536], [0.09272, -2.02036, 0.09948], [0.13914, -1.81619, 1.42113], [0.20297, -0.60133, 2.11182], [0.13882, 0.63588, 1.47865], [0.18425, 1.79050, 2.27774], [0.30448, 1.70926, 3.65111], [0.35961, 0.45942, 4.25731], [0.29527, -0.70273, 3.51210], [0.32564, -2.05191, 4.18381], [0.34872, -1.05687, -0.75885], [0.43860, -1.46371, -2.12975], [-0.48086, -0.96853, -3.04303], [-0.40956, -1.27858, -4.38719], [0.60572, -2.11212, -4.84014], [1.53242, -2.60239, -3.93867], [1.47627, -2.29546, -2.57704], [2.55082, -2.85063, -1.66952], [-3.72925, -3.56087, 1.45060], [-2.73518, -2.80563, 0.19687], [-2.49065, -2.39114, 1.89225], [-2.91798, -5.42437, 2.74580], [-1.31139, -7.26969, 3.00441], [0.83779, -7.22697, 1.76934], [1.31483, -5.35101, 0.22138], [-0.02643, -3.52834, -1.24241], [0.04405, -2.64706, 1.98496], [0.12287, 2.76342, 1.80944], [0.35376, 2.60868, 4.25100], [0.45200, 0.38581, 5.33425], [0.38495, -1.93391, 5.26319], [1.19088, -2.64373, 3.87042], [-0.57671, -2.63574, 3.97243], [-1.26792, -0.35119, -2.65710], [-1.14420, -0.88296, -5.07699], [0.67205, -2.37901, -5.88617], [2.33617, -3.23899, -4.29168], [2.54801, -3.94262, -1.69182], [2.43983, -2.53258, -0.63580], [3.53577, -2.53025, -2.01394]], "atomic_forces_ev_per_a": [[1.577, 0.389, -2.003], [0.330, 0.172, -0.023], [-0.624, -0.891, 0.566], [0.176, 0.101, -0.022], [0.587, -0.176, 0.303], [0.079, -0.009, -0.229], [-0.041, 0.032, -0.077], [-0.006, -0.061, -0.016], [0.022, 0.052, -0.112], [-0.340, 0.268, 0.195], [-0.727, -0.114, 0.328], [0.443, 0.399, 0.060], [-0.005, 0.041, 0.009], [0.011, -0.065, -0.011], [0.088, 0.035, 0.055], [-0.045, -0.024, -0.087], [-0.546, -0.173, -0.126], [0.117, -0.887, 0.891], [-0.177, -0.040, -0.125], [0.066, 0.153, -0.009], [-0.013, 0.061, 0.008], [-0.009, 0.028, 0.014], [-0.006, -0.141, -0.020], [0.005, 0.038, 0.005], [-0.007, 0.005, -0.028], [-0.009, 0.032, 0.004], [-0.010, 0.011, -0.055], [-0.008, 0.007, -0.019], [-0.028, -0.004, 0.055], [0.005, 0.043, 0.103], [-0.030, 0.094, -0.064], [0.006, -0.019, 0.019], [0.007, -0.010, 0.017], [0.010, 0.005, -0.009], [-0.007, 0.036, -0.025], [0.017, 0.007, 0.008], [-0.001, 0.015, -0.045], [-0.007, 0.017, 0.007], [-0.087, -0.022, 0.029], [-0.009, 0.024, 0.003], [0.004, -0.040, -0.033], [-0.058, 0.004, 0.008], [0.018, 0.011, 0.031], [-0.009, 0.002, -0.021], [-0.014, 0.004, -0.007], [0.030, -0.011, 0.032], [0.072, 0.081, 0.011], [0.070, -0.127, 0.110], [-0.086, -0.078, -0.219], [-0.118, -0.087, 0.080], [-0.063, 0.101, 0.155], [-0.170, 0.920, -0.090], [0.152, -0.103, 0.412], [-0.040, 0.019, -0.092], [-0.010, -0.034, 0.079], [0.079, -0.026, 0.046], [0.042, 0.054, -0.010], [-0.892, 0.099, -0.118], [0.339, -0.141, 0.129], [-0.050, -0.157, 0.005], [0.030, -0.056, -0.092], [-0.064, 0.080, -0.008], [0.040, -0.035, 0.095], [0.141, 0.053, -0.037], [-0.020, 0.016, -0.102], [0.006, -0.003, -0.005], [-0.009, -0.020, 0.004], [-0.001, 0.003, -0.008], [0.013, -0.003, -0.020], [0.015, 0.031, 0.025], [-0.026, -0.019, -0.042], [-0.008, 0.005, 0.002], [-0.106, 0.022, -0.028], [-0.044, 0.002, 0.024], [0.058, -0.020, 0.046], [-0.025, -0.005, -0.008], [-0.019, -0.008, -0.011], [-0.002, -0.009, 0.004], [-0.016, -0.013, 0.001], [0.007, -0.011, 0.011], [-0.063, 0.096, 0.012], [0.006, -0.009, 0.014], [0.016, 0.029, 0.000], [-0.020, -0.004, 0.009], [-0.004, 0.011, 0.021], [0.006, -0.050, 0.012], [-0.008, -0.008, 0.000]]}



(2)
{"formula": "C39H45N5P2Pt", "method": "ωB97M-V with the def2-TZVPD basis set", "charge": 2, "s2": 6.054, "homo_lumo_gap_ev": [7.46, 1.95], "homo_energy_ha": [-0.469, -0.422], "e_lumo_ev": [-5.3, -9.5], "spin_multiplicity": 5, "fmax_ev_per_a": 3.55, "elements": ["Pt", "C", "C", "C", "C", "C", "C", "C", "C", "C", "H", "H", "H", "H", "H", "H", "H", "H", "H", "H", "H", "H", "H", "H", "H", "P", "P", "N", "N", "N", "N", "C", "C", "C", "C", "C", "C", "C", "C", "C", "C", "C", "C", "C", "C", "C", "C", "C", "C", "H", "H", "H", "H", "H", "H", "H", "H", "H", "H", "H", "H", "H", "H", "H", "H", "H", "H", "H", "H", "C", "C", "C", "C", "C", "C", "N", "C", "C", "C", "C", "C", "C", "H", "H", "H", "H", "H", "H", "H", "H", "H", "H"], "xyz": [[-2.43351, -1.24988, -0.91672], [1.90598, -3.69999, -0.26573], [1.65527, -2.85251, 0.74861], [1.67087, -1.35230, 0.73582], [0.83387, -0.73385, -0.39834], [1.50759, -0.62651, -1.72894], [2.46023, -1.40358, -2.24388], [3.51396, -2.17461, -1.51330], [3.08271, -3.60723, -1.19431], [-2.89955, -0.95753, -2.87278], [1.33204, -4.64384, -0.35219], [1.22458, -3.27271, 1.66124], [2.69080, -0.95133, 0.70915], [1.25585, -1.01827, 1.70667], [-0.16480, -1.24314, -0.48043], [0.54704, 0.28404, -0.09396], [0.97884, 0.05496, -2.40939], [2.49537, -1.49093, -3.34068], [3.80156, -1.65813, -0.59167], [4.41175, -2.17879, -2.14738], [2.88199, -4.19173, -2.10718], [3.94981, -4.08732, -0.71500], [-3.21403, -1.95910, -3.19143], [-2.14935, -0.54281, -3.55220], [-3.75134, -0.29709, -2.75688], [-0.41149, 2.62199, -1.38608], [0.57218, 1.56422, 2.35361], [0.74039, 3.02428, -2.67492], [-1.21724, 4.24467, -1.52722], [2.32098, 1.82451, 2.33080], [0.46162, 2.36042, 3.98410], [0.76333, 3.09655, -0.03617], [0.13754, 3.07497, 1.37399], [0.44823, 2.73351, -4.01814], [1.39755, 3.34978, -4.83074], [2.30011, 4.05997, -3.97409], [1.86517, 3.85708, -2.66931], [-2.56311, 4.38966, -1.87785], [-2.90243, 5.73931, -1.81295], [-1.72382, 6.45806, -1.42053], [-0.70418, 5.52281, -1.28252], [3.22220, 0.75270, 2.45623], [4.50605, 1.18583, 2.15092], [4.41682, 2.58665, 1.85866], [3.08357, 2.95614, 2.01551], [1.42814, 2.91831, 4.83542], [0.79456, 3.52140, 5.92280], [-0.61498, 3.29718, 5.76272], [-0.78828, 2.59507, 4.57549], [1.16629, 4.11021, -0.19658], [1.60644, 2.39286, -0.13422], [0.44598, 3.99062, 1.91599], [-0.96623, 3.06795, 1.31440], [-0.38589, 2.09465, -4.26528], [1.44827, 3.29886, -5.91065], [3.15043, 4.67072, -4.25669], [2.31426, 4.20185, -1.74844], [-3.15095, 3.52104, -2.13447], [-3.87028, 6.16920, -2.01916], [-1.63157, 7.52479, -1.25799], [0.33529, 5.67128, -1.02747], [2.86776, -0.21396, 2.77907], [5.40426, 0.57134, 2.14691], [5.24294, 3.25117, 1.60014], [2.61755, 3.92544, 1.91631], [2.48069, 2.88118, 4.59095], [1.28215, 4.01858, 6.75248], [-1.39662, 3.61585, 6.44009], [-1.68673, 2.25890, 4.08527], [-0.43906, -5.84282, -2.38075], [-0.40028, -4.47043, -2.66120], [-1.24881, -3.60248, -1.98623], [-2.13745, -4.07504, -1.03200], [-2.29271, -5.47350, -0.84207], [-1.39931, -6.33367, -1.47827], [-2.78798, -3.09944, -0.26551], [-3.47617, -3.44750, 0.92297], [-4.71313, -2.88856, 1.30376], [-5.34090, -3.32452, 2.48599], [-4.76137, -4.31713, 3.29049], [-3.52861, -4.86257, 2.91791], [-2.88713, -4.42237, 1.76245], [0.27185, -6.52526, -2.86887], [0.30618, -4.06542, -3.38255], [-1.26629, -2.50213, -2.17325], [-3.07842, -5.86146, -0.19435], [-1.42396, -7.41005, -1.27724], [-5.15760, -2.21356, 0.57234], [-6.31804, -2.91543, 2.76492], [-5.24634, -4.64088, 4.21698], [-3.09095, -5.67660, 3.48745], [-1.97797, -4.93264, 1.42753]], "atomic_forces_ev_per_a": [[0.054, 1.135, 0.013], [0.401, -0.496, 0.526], [-1.012, -0.706, -0.212], [0.483, 0.163, 0.624], [0.850, 0.882, 0.834], [-1.206, -0.431, -0.635], [0.080, 0.257, -0.489], [0.106, -0.198, -0.118], [-0.160, 0.231, -0.789], [-0.256, 0.222, -0.355], [0.849, 0.182, 0.789], [-0.730, 0.012, -0.495], [-0.402, 0.185, -0.127], [0.084, -0.223, -0.562], [0.502, -0.139, -0.113], [0.031, -0.039, 0.129], [-0.017, -0.515, -0.097], [0.364, 0.592, 0.408], [-0.021, -0.209, -0.287], [-0.205, -0.123, 0.179], [0.139, 0.295, 0.092], [-0.418, -0.162, 0.045], [0.040, 0.304, -0.082], [-0.047, -0.054, 0.295], [-0.294, 0.226, -0.388], [1.572, 2.914, -1.291], [2.243, 2.050, 1.614], [-0.235, -0.756, -0.591], [-0.994, -0.191, 0.309], [0.439, -1.020, -0.300], [-1.196, 0.089, 0.683], [-0.182, -0.274, 0.188], [-0.353, 0.142, -0.066], [1.130, 0.555, -0.022], [-0.535, -0.268, 0.904], [-0.945, -0.388, 0.898], [0.191, -0.066, -0.702], [1.309, 0.209, 0.554], [1.129, 0.813, 0.388], [-1.182, -0.790, -0.498], [-0.496, -0.875, 0.024], [0.740, 0.706, -0.306], [-1.061, -0.079, 0.258], [-1.052, 0.073, 0.380], [0.703, -0.392, -0.451], [-0.682, -0.077, -0.649], [-1.354, -0.634, -0.419], [1.228, 0.273, 0.116], [1.269, 0.036, -0.193], [-0.192, -0.704, -0.077], [-0.134, 0.258, 0.068], [-0.315, -0.618, -0.098], [0.287, 0.233, 0.090], [0.020, 0.054, -0.036], [-0.081, -0.033, 0.195], [-0.185, -0.224, 0.023], [-0.033, -0.083, -0.267], [-0.018, 0.091, 0.016], [0.052, -0.082, -0.017], [-0.010, -0.210, -0.120], [-0.207, 0.042, -0.086], [0.123, 0.147, -0.046], [-0.335, 0.231, 0.076], [-0.419, -0.244, 0.149], [0.124, -0.106, -0.034], [-0.159, -0.112, 0.025], [-0.061, -0.104, -0.220], [0.107, -0.070, -0.156], [-0.097, -0.055, 0.080], [-0.061, 0.131, 0.100], [-0.106, 0.288, -0.015], [0.801, 0.214, -0.761], [-0.875, 0.010, 1.236], [0.393, -0.269, -0.222], [-0.074, -0.027, -0.016], [-0.534, -2.031, 0.500], [0.433, -0.655, 0.540], [0.365, -0.293, -0.086], [0.010, 0.206, -0.472], [0.258, 0.401, -0.156], [-0.118, 0.157, -0.395], [-0.173, -0.523, 0.012], [-0.452, 0.359, 0.268], [-0.126, -0.146, 0.127], [0.707, -1.021, -0.196], [0.283, 0.083, -0.261], [-0.194, 0.466, -0.109], [-0.260, 0.062, 0.509], [0.436, -0.124, -0.194], [0.099, 0.107, -0.479], [0.003, 0.225, 0.034], [-0.187, 0.531, 0.457]]}